Record 1
Formula: C30H37N6O3S2SiY
Source: the Open Molecules 2025 dataset
Level of theory: wB97M-V/def2-TZVPD

Geometry as XYZ:
```
80
Properties=species:S:1:pos:R:3
Y 0.388 -0.492 1.204
N 4.530 -0.819 -1.163
C 3.450 -0.250 -0.529
S 3.279 -0.596 1.160
N 2.673 0.466 -1.291
N 1.600 0.973 -0.576
C 1.125 2.073 -1.017
C 1.615 2.771 -2.230
C 2.210 4.020 -2.128
C 2.642 4.683 -3.268
C 2.462 4.104 -4.514
C 1.863 2.855 -4.618
C 1.449 2.186 -3.480
C 0.028 2.703 -0.242
C -0.670 3.787 -0.759
C -1.635 4.396 0.021
C -1.862 3.902 1.289
C -1.149 2.785 1.709
N -0.222 2.179 0.973
H 5.287 -1.110 -0.566
H 4.792 -0.378 -2.032
H 2.341 4.477 -1.156
H 3.114 5.651 -3.179
H 2.789 4.623 -5.404
H 1.723 2.400 -5.588
H 1.003 1.204 -3.551
H -0.455 4.143 -1.754
H -2.193 5.239 -0.359
H -2.595 4.339 1.952
H -1.335 2.365 2.681
C 2.147 -3.838 3.136
C 1.294 -2.690 2.664
O 0.527 -2.845 1.670
O 1.378 -1.569 3.215
H 1.571 -4.761 3.142
H 2.563 -3.637 4.117
H 2.961 -3.954 2.420
C 1.608 -2.785 -2.838
S 1.387 -2.960 -1.073
C 0.143 -4.235 -1.055
O 0.619 -1.698 -0.732
H 0.654 -2.488 -3.271
H 1.951 -3.731 -3.248
H 2.358 -2.018 -2.993
H -0.673 -3.929 -1.703
H -0.185 -4.313 -0.023
H 0.581 -5.174 -1.381
C -3.429 0.899 0.178
Si -2.363 -0.681 0.338
C -3.506 -1.875 1.296
C -2.395 -1.340 -1.454
C -1.709 -0.648 -2.457
C -1.679 -1.084 -3.769
C -2.337 -2.256 -4.124
C -3.030 -2.960 -3.156
C -3.060 -2.501 -1.845
H -4.410 0.654 -0.230
H -2.966 1.631 -0.483
H -3.582 1.387 1.139
H -4.483 -1.962 0.816
H -3.680 -1.523 2.312
H -3.078 -2.872 1.382
H -1.162 0.255 -2.200
H -1.141 -0.516 -4.517
H -2.318 -2.606 -5.147
H -3.556 -3.868 -3.421
H -3.616 -3.070 -1.112
N 1.890 1.246 3.981
C 0.670 0.803 4.394
C 0.370 0.753 5.774
C -0.880 0.360 6.169
C -1.838 0.038 5.203
C -1.464 0.125 3.885
N -0.236 0.488 3.472
H 2.635 1.102 4.645
H 2.197 1.024 3.036
H 1.135 1.021 6.489
H -1.117 0.306 7.223
H -2.839 -0.272 5.462
H -2.157 -0.114 3.089
```

Properties
- maximum force (Eh/bohr) = 0.024
- E_HOMO (eV) = -6.6
- frontier orbital gap (hartree) = 0.2387
- energy above the lowest of the compared OMol25 structures with the same formula, charge and spin (eV) = 0.213
- calculated total energy (eV) = -77390.0311
- charge = 0


Record 2
Formula: C9H11BO2S
Source: the Open Molecules 2025 dataset
Level of theory: wB97M-V/def2-TZVPD

Geometry as XYZ:
```
24
Properties=species:S:1:pos:R:3
B -1.428 1.043 0.421
C 1.802 -1.768 2.753
C 2.105 -2.660 1.727
C 1.180 -0.578 2.471
C 1.815 -2.307 0.429
C 0.758 -0.227 1.170
C 1.176 -1.103 0.140
C -0.019 0.947 1.006
C -0.266 0.212 -1.803
C -0.364 1.333 -2.765
O -1.916 2.289 0.097
O -2.239 -0.077 0.411
S 1.204 -0.594 -1.548
H 2.041 -2.015 3.776
H 2.579 -3.605 1.937
H 0.906 0.092 3.273
H 2.091 -2.954 -0.390
H 0.380 1.837 1.477
H -1.148 -0.324 -1.506
H 0.625 1.692 -3.037
H -0.928 2.151 -2.313
H -0.887 1.027 -3.675
H -2.842 2.323 -0.140
H -3.146 0.076 0.145
```

Properties
- maximum force (Eh/bohr) = 0.020
- E_HOMO (spin up / spin down) (eV) = -7.8 / -7.1
- frontier orbital gap (spin up / spin down) (hartree) = 0.2864 / 0.2450
- energy above the lowest of the compared OMol25 structures with the same formula, charge and spin (eV) = 0.000
- calculated total energy (eV) = -25118.2480
- charge = 0


Record 3
Formula: C54H58CoN8O3PS2Se
Source: the Open Molecules 2025 dataset
Level of theory: wB97M-V/def2-TZVPD

Geometry as XYZ:
```
128
Properties=species:S:1:pos:R:3
Co -1.293 -0.450 1.013
S 0.821 3.840 4.903
C 1.003 5.078 6.072
C -0.197 5.536 6.512
C -1.289 4.880 5.892
C -0.911 3.926 4.986
C -1.764 3.084 4.152
C -1.221 2.009 3.419
N -1.918 1.220 2.631
C -3.243 1.456 2.498
C -3.885 2.538 3.142
C -5.242 2.833 2.836
C -5.874 2.151 1.842
C -5.249 1.082 1.157
C -5.898 0.331 0.133
C -5.298 -0.722 -0.480
C -3.889 -1.077 -0.106
N -3.378 -0.438 1.076
C -3.970 0.646 1.558
C -6.053 -1.606 -1.358
C -7.203 -1.335 -2.058
C -7.764 -2.468 -2.692
C -7.044 -3.600 -2.474
S -5.674 -3.301 -1.495
C -3.114 3.334 3.999
H 1.990 5.394 6.367
H -0.308 6.316 7.250
H -2.320 5.099 6.125
H -0.156 1.821 3.490
H -5.738 3.632 3.372
H -6.888 2.416 1.562
H -6.928 0.577 -0.098
H -3.825 -2.172 -0.004
H -7.624 -0.342 -2.131
H -8.665 -2.443 -3.288
H -7.246 -4.599 -2.824
H -3.581 4.176 4.494
Se 1.868 -2.470 7.585
N 2.374 -1.319 6.351
C 1.538 -1.423 5.348
C 1.600 -0.605 4.155
C 2.544 0.403 3.959
C 2.492 1.144 2.800
C 1.494 0.866 1.868
N 0.579 -0.069 2.051
C 0.628 -0.808 3.166
C -0.387 -1.842 3.302
N -1.209 -2.022 2.249
C -2.084 -3.017 2.295
C -2.244 -3.834 3.407
C -1.446 -3.629 4.511
C -0.473 -2.632 4.453
C 0.491 -2.400 5.510
N 0.500 -3.058 6.642
H 3.290 0.583 4.722
H 3.195 1.943 2.607
H 1.433 1.417 0.937
H -2.662 -3.201 1.403
H -2.984 -4.620 3.384
H -1.534 -4.227 5.408
C -3.196 1.599 -2.146
C -2.455 0.697 -1.223
N -1.639 1.073 -0.317
O -1.423 2.423 -0.231
C -2.721 -0.778 -1.214
C -2.954 -1.376 -2.593
N -1.575 -1.406 -0.519
O -1.492 -2.601 -0.632
H -3.060 2.637 -1.858
H -4.256 1.345 -2.119
H -2.845 1.471 -3.172
H -0.726 2.513 0.428
H -2.120 -1.114 -3.248
H -3.881 -1.015 -3.032
H -2.994 -2.458 -2.515
O 1.399 -0.540 -0.748
P 2.510 -0.478 -1.745
C 2.165 0.928 -2.898
C 3.229 1.381 -3.919
C 3.864 2.711 -3.514
C 2.808 3.824 -3.513
C 1.462 3.337 -2.934
C 1.660 2.109 -2.049
C 4.087 -0.107 -0.838
C 4.244 -1.029 0.391
C 5.096 -2.282 0.170
C 6.429 -1.937 -0.485
C 6.178 -1.231 -1.813
C 5.413 0.073 -1.591
C 2.669 -2.095 -2.625
C 3.333 -2.103 -4.007
C 2.390 -1.685 -5.138
C 1.098 -2.499 -5.114
C 0.409 -2.369 -3.758
C 1.331 -2.845 -2.639
H 1.293 0.546 -3.441
H 2.749 1.527 -4.891
H 3.993 0.617 -4.066
H 4.663 2.964 -4.213
H 4.321 2.623 -2.525
H 2.657 4.175 -4.536
H 3.179 4.674 -2.937
H 0.773 3.074 -3.741
H 0.989 4.134 -2.359
H 0.725 1.817 -1.576
H 2.373 2.355 -1.254
H 3.799 0.879 -0.446
H 3.251 -1.315 0.747
H 4.722 -0.447 1.185
H 4.568 -3.009 -0.451
H 5.261 -2.759 1.139
H 7.023 -2.839 -0.638
H 6.998 -1.275 0.176
H 5.613 -1.898 -2.471
H 7.124 -1.008 -2.308
H 5.261 0.581 -2.542
H 6.045 0.730 -0.984
H 3.320 -2.629 -1.926
H 3.666 -3.127 -4.205
H 4.223 -1.470 -4.016
H 2.902 -1.823 -6.092
H 2.145 -0.623 -5.056
H 1.330 -3.553 -5.297
H 0.431 -2.171 -5.914
H -0.512 -2.956 -3.746
H 0.135 -1.322 -3.581
H 1.538 -3.910 -2.785
H 0.839 -2.731 -1.673
```

Properties
- multiplicity = 2
- maximum force (Eh/bohr) = 0.041
- ⟨S²⟩ = 0.773
- E_HOMO (spin up / spin down) (eV) = -8.6 / -8.6
- frontier orbital gap (spin up / spin down) (hartree) = 0.2009 / 0.2044
- energy above the lowest of the compared OMol25 structures with the same formula, charge and spin (eV) = 1.756
- calculated total energy (eV) = -208930.8016
- charge = +1


Record 4
Formula: C27H65N5O11
Source: the Open Molecules 2025 dataset
Level of theory: wB97M-V/def2-TZVPD

Geometry as XYZ:
```
108
Properties=species:S:1:pos:R:3
C 1.974 4.037 1.381
O 1.926 5.364 1.821
C 2.890 5.693 2.784
C 4.312 5.795 2.272
O 4.425 6.963 1.481
C 5.696 7.556 1.506
H 2.918 3.749 0.904
H 1.169 3.892 0.662
H 1.789 3.318 2.191
H 2.863 5.003 3.636
H 2.627 6.683 3.150
H 4.711 4.935 1.719
H 5.009 5.856 3.121
H 5.705 8.409 0.827
H 6.505 6.879 1.214
H 5.865 7.985 2.503
C -5.560 2.466 0.006
O -4.426 1.959 0.670
C -4.168 2.593 1.919
C -3.616 4.019 1.871
O -2.603 4.161 2.850
C -1.345 3.705 2.430
H -5.734 1.799 -0.840
H -5.424 3.487 -0.360
H -6.471 2.414 0.612
H -3.443 1.935 2.403
H -5.089 2.530 2.509
H -4.366 4.756 2.148
H -3.195 4.313 0.905
H -0.946 4.396 1.679
H -1.351 2.716 1.954
H -0.697 3.523 3.286
C 1.841 -4.996 -1.175
O 2.251 -6.227 -0.626
C 1.169 -7.039 -0.163
C 0.416 -7.775 -1.267
O -0.435 -6.865 -1.932
C -1.371 -7.484 -2.798
H 1.521 -4.282 -0.406
H 1.075 -5.081 -1.946
H 2.705 -4.514 -1.635
H 0.460 -6.419 0.389
H 1.738 -7.764 0.417
H 0.024 -8.715 -0.863
H 1.155 -8.139 -1.996
H -2.103 -6.704 -3.010
H -1.959 -8.275 -2.319
H -0.852 -7.872 -3.677
C -1.538 1.853 -0.714
C -0.674 0.789 -0.039
O -0.117 0.951 1.044
N -0.565 -0.347 -0.747
C 0.253 -1.448 -0.249
H -2.559 1.783 -0.331
H -1.514 1.772 -1.798
H -1.136 2.810 -0.386
H -0.955 -0.471 -1.671
H 0.968 -1.115 0.490
H 0.772 -1.936 -1.077
H -0.385 -2.257 0.118
C 4.062 2.749 -5.558
C 3.432 1.790 -4.577
O 3.955 0.735 -4.273
N 2.232 2.186 -4.097
C 1.352 1.394 -3.259
H 3.714 2.576 -6.582
H 5.143 2.663 -5.602
H 3.750 3.781 -5.378
H 1.851 3.013 -4.522
H 0.355 1.471 -3.700
H 1.349 1.842 -2.265
H 1.574 0.331 -3.264
C -3.581 -1.177 -2.625
C -2.446 -1.260 -3.624
O -1.626 -0.330 -3.721
N -2.265 -2.354 -4.365
C -3.055 -3.554 -4.456
H -4.418 -0.605 -3.029
H -3.234 -0.606 -1.764
H -3.962 -2.131 -2.267
H -1.420 -2.248 -4.912
H -2.535 -4.431 -4.068
H -3.301 -3.725 -5.508
H -4.023 -3.523 -3.961
C -0.985 -0.351 4.395
C -2.247 -0.766 3.678
O -3.171 -1.286 4.301
N -2.261 -0.720 2.334
C -3.349 -1.238 1.531
H -1.245 0.462 5.072
H -0.213 -0.007 3.702
H -0.550 -1.161 4.976
H -1.537 -0.268 1.789
H -2.921 -1.520 0.566
H -4.136 -0.506 1.334
H -3.805 -2.125 1.963
C 3.702 -0.940 3.165
C 2.838 -1.972 2.456
O 3.074 -2.243 1.289
N 1.820 -2.468 3.181
C 0.793 -3.361 2.718
H 3.648 -0.032 2.565
H 4.720 -1.332 3.179
H 3.464 -0.637 4.186
H 1.907 -2.350 4.175
H 0.593 -3.388 1.658
H -0.155 -3.126 3.215
H 0.979 -4.371 3.106
```

Properties
- SMILES = CNC(C)=O.CNC(C)=O.CNC(C)=O.CNC(C)=O.CNC(C)=O.COCCOC.COCCOC.COCCOC
- maximum force (Eh/bohr) = 0.036
- E_HOMO (eV) = -9.2
- frontier orbital gap (hartree) = 0.3490
- energy above the lowest of the compared OMol25 structures with the same formula, charge and spin (eV) = 0.000
- calculated total energy (eV) = -59024.1599
- charge = 0


Record 5
Formula: C4H4O3
Source: the Open Molecules 2025 dataset
Level of theory: wB97M-V/def2-TZVPD

Geometry as XYZ:
```
11
Properties=species:S:1:pos:R:3
O -1.731 0.050 -1.151
C -0.527 0.042 -0.964
O 0.449 0.401 -1.893
C 0.665 1.334 -0.873
C 0.002 -0.549 0.225
C -0.324 -1.056 1.529
O 0.687 -1.617 0.573
H 0.187 2.304 -1.041
H 1.672 1.379 -0.488
H -1.212 -1.671 1.668
H 0.131 -0.616 2.415
```

Properties
- maximum force (Eh/bohr) = 0.041
- E_HOMO (spin up / spin down) (eV) = -8.7 / -8.7
- frontier orbital gap (spin up / spin down) (hartree) = 0.3099 / 0.3099
- energy above the lowest of the compared OMol25 structures with the same formula, charge and spin (eV) = 5.632
- calculated total energy (eV) = -10349.5798
- charge = 0


Record 6
Formula: C19H11Cl4N4O2PdS
Source: the Open Molecules 2025 dataset
Level of theory: wB97M-V/def2-TZVPD

Geometry as XYZ:
```
42
Properties=species:S:1:pos:R:3
Pd -0.068 0.237 0.052
N -4.221 -0.964 0.467
C -2.991 -0.386 0.277
S -1.592 -1.450 0.387
N -2.904 0.885 0.038
N -1.655 1.346 -0.118
C -1.449 2.677 -0.249
C -2.566 3.624 -0.248
C -3.678 3.447 -1.072
C -4.708 4.368 -1.069
C -4.662 5.471 -0.231
C -3.573 5.644 0.611
C -2.534 4.735 0.599
C -0.104 3.102 -0.361
C 0.300 4.415 -0.703
C 1.631 4.722 -0.795
C 2.583 3.719 -0.552
C 2.136 2.445 -0.268
N 0.854 2.126 -0.180
H -4.235 -1.962 0.319
H -4.998 -0.451 0.081
H -3.712 2.594 -1.731
H -5.554 4.228 -1.730
H -5.473 6.185 -0.224
H -3.536 6.489 1.285
H -1.690 4.868 1.260
H -0.457 5.160 -0.899
H 1.952 5.717 -1.062
H 3.638 3.928 -0.612
H 2.835 1.635 -0.110
Cl 4.901 -5.490 0.066
C 3.980 -4.034 0.026
C 4.648 -2.807 -0.047
Cl 6.365 -2.775 -0.170
C 3.924 -1.629 -0.018
Cl 4.776 -0.126 -0.060
C 2.517 -1.605 0.060
O 1.870 -0.514 0.130
C 1.795 -2.893 0.056
O 0.555 -2.908 0.050
C 2.604 -4.073 0.065
Cl 1.781 -5.585 0.106
```

Properties
- maximum force (Eh/bohr) = 0.062
- E_HOMO (spin up / spin down) (eV) = -2.7 / -2.7
- frontier orbital gap (spin up / spin down) (hartree) = 0.1322 / 0.1321
- energy above the lowest of the compared OMol25 structures with the same formula, charge and spin (eV) = 0.719
- calculated total energy (eV) = -94343.5527
- charge = -1